# 1
DFT (the ωB97M-V functional and the def2-TZVPD basis) results for a molecular structure, C21H22BrIrN2O6S2 in a non-equilibrium geometry.

As for the charge: +1. The calculation puts the largest force on an atom at 0.1230 Eh/bohr. The total energy comes out at -4848.8247 Eh. Its molecular weight is 734.670 g/mol. For the HOMO-LUMO gap (alpha / beta), the calculation gives 5.3 / 2.6 eV. The spin multiplicity is 2.

```
55
Properties=species:S:1:pos:R:3:lowdin_charge:R:1
Ir -0.76397 0.98638 -0.16625 1.38
Br 0.92896 -0.30812 -5.46840 0.85
S -2.54925 2.25886 0.40830 0.87
S 1.95936 1.44260 -0.25961 0.51
O 3.12496 1.35326 0.55362 -0.20
O -2.11233 -0.45186 -0.54839 -0.22
O 1.31176 0.14129 -0.61924 -0.39
O 0.81956 2.22936 0.33951 -0.42
O -0.86984 0.40277 1.79985 -0.15
O -0.32070 -0.65958 3.66220 0.11
N -0.86310 1.38587 -2.20646 -0.12
N -3.38045 -0.20328 -0.13468 -0.14
C -5.54530 -1.09018 0.14333 0.00
C 2.41512 2.29626 -1.73411 -0.10
C 1.25423 -2.16761 1.52855 -0.23
C 3.59080 -0.89845 2.44988 -0.01
C -4.24321 -1.24098 -0.22925 0.02
C -0.01317 -2.82197 1.08487 -0.03
C 2.28729 0.99783 3.44767 -0.03
C 4.98619 -2.73067 1.44815 -0.05
C 1.21196 -0.90763 2.18255 -0.10
C 2.48311 -2.72354 1.30072 -0.01
C -1.13522 1.59893 -4.97340 -0.06
C 3.66534 -2.10228 1.74436 -0.25
C -0.20599 0.74420 -4.40414 -0.65
C -0.09951 0.65460 -3.03097 -0.18
C -1.77471 2.20792 -2.75137 -0.11
C -0.11159 -0.30281 2.49949 -0.62
C -1.93170 2.33758 -4.11919 -0.01
C -3.73757 1.00472 0.32330 -0.55
C 2.38469 -0.29179 2.70357 -0.23
C -5.96969 0.15603 0.62628 -0.01
C -5.07330 1.18811 0.71285 -0.04
H 3.27736 1.37926 3.68592 0.09
H -6.21851 -1.93007 0.06460 0.13
H 5.24444 -2.54198 0.40221 0.08
H 1.53561 2.53127 -2.31994 0.05
H 1.72242 0.86709 4.37137 0.09
H 5.77936 -2.32061 2.06850 0.08
H 2.91304 3.21004 -1.41890 0.09
H -1.22976 1.67977 -6.04688 0.12
H 2.55517 -3.66891 0.77765 0.12
H -0.78633 -2.74767 1.85124 0.09
H -5.36124 2.15838 1.08955 0.13
H -6.99467 0.30254 0.93542 0.13
H 4.94742 -3.81190 1.57782 0.08
H 1.76379 1.74587 2.84179 0.07
H -2.37307 2.77957 -2.06078 0.07
H -0.39677 -2.33496 0.18389 0.06
H 0.15607 -3.87301 0.86210 0.08
H 3.10576 1.66768 -2.29084 0.09
H -3.80399 -2.14950 -0.61141 0.16
H 4.50517 -0.43220 2.79346 0.12
H 0.61272 -0.01628 -2.56809 0.10
H -2.67673 3.01985 -4.50230 0.13
```

***

# 2
DFT (the ωB97M-V functional and the def2-TZVPD basis) results for C21H22Cl2FN3O in the gas phase.

The calculation puts the largest force on an atom at 0.0185 Eh/bohr. The total energy comes out at -2073.2216 Eh. Its molecular weight is 422.331 g/mol. The SMILES is O=c1c(Cl)c(NCc2ccc(F)cc2Cl)cnn1[C@]12C[C@H]3C[C@H](C[C@H](C3)C1)C2. For the HOMO-LUMO gap, the calculation gives 9.0 eV.

```
50
Properties=species:S:1:pos:R:3:lowdin_charge:R:1
Cl 2.54673 2.44492 1.22882 0.74
Cl 1.05479 -3.35594 -0.40867 0.75
F 5.54031 1.47356 -2.67193 0.07
O -1.59643 -2.38551 -1.08523 0.02
N 2.16637 -1.48800 1.65198 0.03
N -1.60979 -0.52222 0.27427 0.03
N -0.99729 0.23606 1.16354 0.10
C -5.08854 -0.12086 -1.32694 -0.28
C -4.89808 2.14751 0.50310 -0.12
C -4.11386 2.10643 -0.80735 -0.29
C 4.15123 1.85003 -0.81970 -0.03
C 0.94222 -1.15321 1.15059 -0.27
C 0.28960 -1.94276 0.23648 -0.48
C 3.16154 -0.50476 2.02795 -0.16
C 5.25812 -0.27641 -1.12126 0.00
C 3.57612 1.37244 0.34818 -0.59
C -5.88762 -0.08318 -0.02647 -0.12
C -2.95341 0.02179 -0.04684 -0.36
C -5.11095 0.72281 1.01200 -0.29
C -2.75541 1.45091 -0.56914 -0.08
C 4.98305 1.01346 -1.53923 -0.27
C 3.82817 0.08074 0.80338 -0.22
C 0.18642 -0.02513 1.59250 -0.07
C -3.75698 0.06107 1.25941 -0.08
C -1.04182 -1.67751 -0.26653 -0.44
C 4.67440 -0.72511 0.04736 -0.03
C -3.72988 -0.78350 -1.08482 -0.09
C -4.89008 1.30100 -1.84648 -0.12
H 4.88053 -1.72882 0.38836 0.12
H -6.86376 0.37469 -0.20108 0.12
H -3.87825 -1.80523 -0.73698 0.13
H -4.34918 2.72947 1.24644 0.12
H -3.19398 0.62014 2.00843 0.12
H 2.69427 0.27895 2.62255 0.08
H -5.86353 2.63190 0.34232 0.12
H -2.18487 1.41880 -1.50051 0.13
H -5.85905 1.76869 -2.03437 0.12
H -5.67243 0.75040 1.95249 0.14
H 3.95661 2.85169 -1.16757 0.12
H 0.56897 0.66480 2.32599 0.09
H 2.54872 -2.30595 1.18866 0.08
H -5.63303 -0.70925 -2.07293 0.14
H -6.05415 -1.09899 0.33805 0.12
H -4.33954 1.27989 -2.78936 0.12
H -3.17287 -0.83077 -2.02018 0.13
H -3.95874 3.12763 -1.17295 0.14
H 3.90708 -1.01254 2.64603 0.13
H -3.89801 -0.95810 1.62709 0.13
H 5.91252 -0.90484 -1.70294 0.12
H -2.18311 2.02287 0.16282 0.12
```

***

# 3
DFT (the ωB97M-V functional and the def2-TZVPD basis) results for 4 unconnected molecules or ions with the total composition C21H22F4N8O5PS2 in a non-equilibrium geometry.

As for the charge: +1. The calculation puts the largest force on an atom at 0.2036 Eh/bohr. The total energy comes out at -3164.1700 Eh. Its molecular weight is 637.558 g/mol. For the HOMO-LUMO gap, the calculation gives 5.8 eV.

```
63
Properties=species:S:1:pos:R:3:lowdin_charge:R:1
S 5.85758 4.46384 1.87764 0.76
S -0.57750 3.01487 1.48194 0.94
P 5.42388 -0.32810 1.05649 0.77
F -2.75571 3.69061 0.01542 0.04
F -0.63129 -0.79979 0.44821 -0.15
F -1.74626 1.65650 -0.72144 0.04
F -3.03521 1.78075 1.41735 0.02
O -0.01469 4.27777 0.72176 -0.30
O -1.03662 3.51171 2.88342 -0.26
O 5.09560 -1.56655 -0.14279 -0.19
O 7.08127 0.20484 0.99657 -0.17
O 5.16885 -0.96670 2.48820 -0.33
N 2.00616 2.14257 1.06803 0.07
N 2.30788 0.01088 1.94130 0.16
N 7.35712 -3.87890 -2.59918 0.06
N 4.92394 2.19181 0.00807 0.03
N 4.38472 1.10548 0.73409 -0.21
N 0.74131 1.87251 1.57358 -0.15
N -4.64308 -1.64858 2.35086 0.03
N -6.06982 0.79334 -1.29819 0.06
C -0.34440 -0.33551 2.92702 -0.05
C -6.13463 1.36968 -3.64148 -0.06
C 6.94948 -1.55281 -3.09966 -0.08
C -5.28379 -2.03802 3.47477 -0.15
C -6.64809 -1.89707 3.67220 -0.07
C 7.52243 -4.08921 -3.92349 -0.14
C 7.12717 -1.80057 -4.45693 -0.08
C -5.40309 -1.09137 1.38320 -0.15
C -1.30593 -1.05979 1.77062 -0.09
C -4.86580 1.93274 -3.55112 -0.06
C 5.38746 3.02775 1.02667 -0.48
C 0.86015 0.48970 2.17651 -0.03
C -4.20208 1.92337 -2.32888 -0.07
C 7.42044 -3.09244 -4.88067 -0.07
C 3.08582 1.08870 1.18326 -0.13
C -2.06216 2.43778 0.49646 -0.27
C -6.69013 0.81895 -2.49778 -0.13
C -7.40350 -1.31797 2.65804 -0.06
C -6.77200 -0.90500 1.48938 -0.06
C -4.83820 1.34586 -1.24169 -0.15
C 7.07503 -2.61420 -2.21785 -0.17
H -7.33243 -0.44973 0.68072 0.09
H 2.30615 3.02710 0.59855 0.17
H -7.11035 -2.23027 4.59445 0.11
H 7.56568 -3.31800 -5.93105 0.10
H -6.67787 1.36063 -4.57960 0.11
H 0.11685 -1.23372 3.54346 0.15
H 7.03803 -0.99342 -5.17819 0.11
H -1.30673 -2.24792 1.88397 0.15
H -4.36007 1.31102 -0.26709 0.07
H 6.94902 -2.47102 -1.14830 0.08
H -4.86485 -0.78895 0.48925 0.08
H -2.41343 -0.67367 1.80685 0.09
H -3.21300 2.35493 -2.22527 0.08
H 4.39152 -2.15024 0.30135 0.12
H 7.74647 -5.11416 -4.20447 0.10
H -4.65067 -2.48111 4.23798 0.10
H 6.71951 -0.55723 -2.73745 0.09
H -0.94761 0.35965 3.65330 0.14
H -4.39846 2.37531 -4.42598 0.11
H -8.47542 -1.18970 2.77713 0.11
H 7.28485 0.57047 1.92677 0.12
H -7.67957 0.37065 -2.51630 0.11
```